i.
{"formula": "C4H10O2", "method": "ωB97M-V/def2-TZVPD", "e_homo_ev": -10.16, "charge": 0, "smiles": "CC[C@@H](O)CO", "symbols": ["C", "O", "H", "H", "C", "H", "H", "H", "C", "H", "H", "H", "H", "H", "O", "C"], "positions_angstrom": [[-2.1267, -0.6163, -0.0988], [0.3909, -0.4745, -1.3641], [-1.9804, -1.6809, 0.1101], [1.5980, 1.2142, 1.2283], [1.4945, 0.9130, 0.1792], [-2.1957, -0.4956, -1.1840], [2.4737, -0.6679, 0.1620], [1.3358, -0.4248, -1.5965], [0.4005, -0.1286, -0.0035], [-1.2094, 1.2940, 0.2733], [1.3601, 1.8057, -0.4449], [-3.0866, -0.3145, 0.3360], [-0.9717, 0.1379, 1.5750], [0.8659, -0.9947, 0.6047], [2.6478, 0.1970, -0.2617], [-0.9969, 0.2358, 0.4846]], "lowdin_charge": [-0.10, -0.02, 0.08, 0.13, -0.21, 0.07, 0.09, 0.09, -0.43, 0.12, 0.14, 0.07, 0.11, 0.16, -0.09, -0.20]}

ii.
{"formula": "C4H10O2", "method": "ωB97M-V/def2-TZVPD", "e_homo_ev": [-7.57, -7.57], "charge": 0, "symbols": ["H", "O", "H", "H", "C", "H", "C", "H", "O", "H", "H", "C", "H", "H", "C", "H"], "positions_angstrom": [[0.5551, -1.3822, 0.2667], [1.5994, 0.3276, -0.2964], [-2.0596, 0.7041, -1.6121], [3.2284, -0.1105, 0.9227], [-2.9304, -0.0562, -0.0018], [-1.2833, 0.8618, -1.5174], [-0.6768, 0.3384, 0.3214], [3.5616, 0.3456, -0.7723], [-1.7082, -0.4555, 0.2612], [-3.2083, 0.9586, 0.2681], [-0.8484, 1.3786, 0.5883], [0.6482, -0.3139, 0.5213], [0.9779, -0.2538, 1.5762], [2.9174, -1.2766, -0.3932], [2.8845, -0.2099, -0.1196], [-3.6576, -0.8560, -0.0131]], "lowdin_charge": [0.13, -0.19, 0.07, 0.09, -0.10, 0.09, -0.18, 0.09, -0.15, 0.07, 0.13, -0.22, 0.13, 0.09, -0.12, 0.07]}

iii.
{"formula": "C4H10O2", "method": "ωB97M-V/def2-TZVPD", "e_homo_ev": -8.21, "charge": 0, "smiles": "C=CC=C.O.O", "symbols": ["C", "H", "C", "H", "C", "H", "H", "H", "H", "C", "O", "H", "H", "H", "O", "H"], "positions_angstrom": [[-0.6478, 1.7637, -0.5652], [-0.8501, 2.0370, -1.6455], [0.3613, 0.9356, -0.2745], [-2.3597, 0.3652, -1.5755], [1.6848, -0.0012, 1.4285], [-1.8743, -0.5861, -2.5530], [-1.3833, 2.0300, 0.2058], [1.1176, 0.5666, -0.9263], [1.0312, -2.9609, 0.9705], [0.5872, 0.7899, 1.1102], [0.3490, -2.3123, 0.8844], [1.9166, -0.6040, 0.5584], [-0.0734, -2.5136, 0.0307], [2.3520, -0.3067, 2.2291], [-2.2364, -0.6094, -1.7449], [0.0255, 1.4061, 1.8672]], "lowdin_charge": [-0.04, 0.07, -0.23, 0.04, 0.01, -0.04, 0.07, 0.10, 0.03, -0.20, -0.05, 0.03, 0.06, 0.06, -0.03, 0.12]}

iv.
{"formula": "C4H10O2", "method": "ωB97M-V/def2-TZVPD", "e_homo_ev": -9.94, "charge": 0, "smiles": "CCC(C)=O.O", "symbols": ["H", "H", "H", "O", "H", "H", "C", "O", "C", "H", "C", "H", "H", "H", "H", "C"], "positions_angstrom": [[-1.6390, 2.0454, 0.9794], [-1.7624, 1.5008, -0.7272], [-1.8768, -0.8785, -1.3018], [0.3134, 0.5191, 1.5578], [-0.7471, -2.2316, -1.4050], [-1.3843, -1.7321, 0.1617], [-0.1536, 0.6065, 0.4346], [2.9326, -0.3499, 0.9612], [-1.0316, -1.3641, -0.8061], [2.0931, -0.0875, 1.3779], [0.1583, -0.4101, -0.6387], [1.0642, -0.9452, -0.3460], [0.3623, 0.0993, -1.5879], [-0.4656, 2.5958, -0.2245], [3.2178, -1.1130, 1.4737], [-1.0811, 1.7451, 0.0911]], "lowdin_charge": [0.09, 0.08, 0.07, 0.05, 0.07, 0.08, -0.44, -0.07, -0.09, -0.01, -0.18, 0.10, 0.12, 0.10, 0.04, -0.01]}

Relative energy of each structure, in kcal/mol: i 17.7; ii 120.4; iii 68.4; iv 0.0.